Record 1
56
Properties=species:S:1:pos:R:3 method="wB97M-V/def2-TZVPD" relative_energy_kj_mol=84.91 gap_ev="7.5 / 7.7" charge=+1 largest_force_ev_per_a=0.52 homo_energy_ev="-10.473 / -10.711" multiplicity=4 lumo_energy_ha="-0.110 / -0.110"
Cr -0.497 0.216 0.033
S 1.429 -0.222 4.066
C -0.224 0.156 4.428
C -0.825 0.270 5.679
C -2.173 0.556 5.719
C -2.906 0.719 4.537
C -2.312 0.606 3.297
C -0.950 0.328 3.248
N -0.175 0.178 2.100
C 1.072 -0.116 2.397
C 2.021 -0.361 1.318
C 3.360 -0.670 1.532
C 4.165 -0.943 0.440
C 3.626 -0.914 -0.839
C 2.284 -0.604 -1.042
C 1.457 -0.320 0.038
H -0.257 0.131 6.588
H -2.669 0.649 6.675
H -3.965 0.934 4.599
H -2.889 0.703 2.391
H 3.775 -0.716 2.532
H 5.207 -1.195 0.585
H 4.254 -1.151 -1.688
H 1.887 -0.627 -2.050
C 0.674 3.123 -4.103
O 0.129 1.873 -3.644
C 0.043 1.612 -2.361
O -0.362 0.514 -1.996
N 0.443 2.558 -1.466
N 0.260 2.250 -0.104
H 0.679 3.049 -5.185
H 1.693 3.246 -3.737
H 0.031 3.951 -3.801
H 0.597 3.519 -1.724
H -0.400 2.897 0.322
H 1.160 2.288 0.370
C -7.296 0.595 -2.138
C -6.283 0.182 -1.127
C -6.405 -0.866 -0.253
C -5.334 -1.127 0.620
N -4.230 -0.393 0.629
C -4.101 0.603 -0.231
S -2.696 1.568 -0.347
N -5.126 0.883 -1.089
C -5.371 -2.254 1.595
H -8.241 0.091 -1.960
H -6.948 0.338 -3.140
H -7.460 1.672 -2.099
H -7.298 -1.470 -0.242
H -4.977 1.648 -1.736
H -6.262 -2.867 1.485
H -5.332 -1.851 2.608
H -4.479 -2.866 1.460
S -1.533 -1.877 0.015
C -0.441 -2.680 1.038
N 0.310 -3.217 1.730


Record 2
113
Properties=species:S:1:pos:R:3 method="wB97M-V/def2-TZVPD" gap_ev="6.1 / 0.9" charge=-2 largest_force_ev_per_a=7.13 homo_energy_ev="-4.404 / -4.403" multiplicity=2 lumo_energy_ha="0.063 / -0.128"
C -17.356 -13.063 13.548
C -18.280 -13.957 14.272
N -18.119 -15.296 13.650
C -17.086 -16.229 13.901
C -17.315 -17.412 13.162
N -18.490 -17.168 12.425
C -19.010 -15.913 12.794
C -19.167 -18.052 11.538
H -17.461 -12.039 13.906
H -17.619 -13.172 12.496
H -16.422 -13.420 13.982
H -19.283 -13.587 14.060
H -18.144 -13.984 15.353
H -16.233 -15.904 14.478
H -16.746 -18.327 13.228
H -19.896 -15.495 12.339
H -19.011 -19.109 11.756
H -18.827 -17.888 10.516
H -20.250 -17.957 11.619
C -16.184 -8.570 12.587
C -15.077 -8.038 11.702
N -15.464 -8.518 10.343
C -15.332 -9.789 9.879
C -15.959 -9.797 8.635
N -16.695 -8.629 8.435
C -16.361 -7.845 9.500
C -17.541 -8.250 7.240
H -16.111 -9.508 13.138
H -17.150 -8.603 12.084
H -16.321 -7.974 13.489
H -14.015 -8.165 11.912
H -15.143 -6.959 11.560
H -14.736 -10.471 10.467
H -16.061 -10.627 7.952
H -16.654 -6.823 9.688
H -18.511 -7.861 7.549
H -17.669 -9.118 6.593
H -17.100 -7.396 6.726
C -14.832 -5.594 15.090
F -15.642 -6.329 15.909
F -13.985 -4.827 15.807
F -14.197 -6.423 14.306
S -15.932 -4.439 14.014
O -16.234 -5.098 12.754
O -17.021 -3.993 14.885
N -14.845 -3.026 13.778
S -13.871 -3.475 12.525
O -12.795 -2.494 12.653
O -13.356 -4.828 12.430
C -14.891 -2.973 10.954
F -14.243 -2.140 10.189
F -15.080 -4.115 10.236
F -16.065 -2.421 11.283
C -21.026 -10.713 9.298
F -21.983 -11.382 8.561
F -20.319 -9.862 8.534
F -21.577 -10.036 10.323
S -19.861 -12.052 10.004
O -18.548 -11.425 10.050
O -20.385 -12.452 11.313
N -20.003 -13.291 8.794
S -18.733 -14.041 8.840
O -17.624 -13.440 8.087
O -18.418 -14.743 10.128
C -19.247 -15.554 7.831
F -18.176 -16.375 7.755
F -20.376 -16.150 8.398
F -19.566 -15.205 6.598
C -7.974 -8.736 11.590
F -7.015 -9.572 11.097
F -7.350 -7.685 12.011
F -8.932 -8.552 10.558
S -8.943 -9.598 13.074
O -7.887 -10.291 13.843
O -9.464 -8.458 13.840
N -10.045 -10.602 12.237
S -11.368 -9.859 12.160
O -11.422 -8.409 12.122
O -12.122 -10.340 11.048
C -12.170 -10.320 13.941
F -11.265 -10.564 14.900
F -12.823 -9.200 14.302
F -13.060 -11.287 13.817
C -18.029 -12.472 4.612
F -17.399 -12.012 3.527
F -17.564 -13.659 4.904
F -17.709 -11.709 5.696
S -19.927 -12.618 4.540
O -20.193 -13.905 3.913
O -20.455 -12.547 5.888
N -20.539 -11.297 3.445
S -20.474 -9.989 4.386
O -19.577 -9.953 5.584
O -20.337 -8.826 3.490
C -22.325 -9.685 5.090
F -23.180 -9.666 3.958
F -22.652 -10.642 5.966
F -22.308 -8.495 5.552
C -19.927 -7.238 13.261
F -20.349 -8.220 12.576
F -18.676 -7.511 13.656
F -19.906 -6.025 12.715
S -20.921 -7.092 14.942
O -22.195 -6.439 14.592
O -21.078 -8.472 15.488
N -19.976 -5.874 15.786
S -19.941 -6.319 17.240
O -21.186 -6.459 17.928
O -19.037 -7.436 17.534
C -19.189 -4.733 18.099
F -18.713 -5.092 19.297
F -18.098 -4.284 17.384
F -20.118 -3.804 18.380


Record 3
52
Properties=species:S:1:pos:R:3 method="wB97M-V/def2-TZVPD" gap_ev=8.8 charge=+1 largest_force_ev_per_a=1.16 homo_energy_ev=-12.282 multiplicity=1 lumo_energy_ha=-0.130
Ga -0.482 1.144 0.552
O 3.202 2.323 -0.887
C 2.158 2.304 -0.280
O 1.648 1.321 0.405
C 1.190 3.479 -0.272
C 1.458 4.806 -0.544
C 0.422 5.723 -0.384
C -0.833 5.313 0.055
C -1.019 3.964 0.297
N -0.029 3.110 0.096
C -2.255 3.278 0.854
O -3.303 3.855 0.946
O -2.043 2.023 1.211
H 2.452 5.099 -0.852
H 0.604 6.771 -0.580
H -1.641 6.011 0.218
C -3.441 0.541 -2.878
C -3.068 1.008 -1.489
O -1.806 0.411 -1.067
H -4.297 1.117 -3.230
H -3.712 -0.516 -2.884
H -2.616 0.703 -3.571
H -3.834 0.757 -0.755
H -2.909 2.084 -1.468
H -1.903 -0.551 -1.090
C 1.299 -0.812 -1.585
P 0.735 -0.916 0.139
C 2.093 -1.523 1.154
C 3.394 -1.124 0.852
C 4.453 -1.676 1.550
C 4.217 -2.598 2.561
C 2.917 -2.962 2.885
C 1.848 -2.432 2.181
C -0.481 -2.270 0.162
C -0.216 -3.476 -0.488
C -1.123 -4.519 -0.398
C -2.285 -4.371 0.349
C -2.547 -3.180 1.011
C -1.646 -2.129 0.914
H 1.848 -1.722 -1.830
H 1.959 0.039 -1.736
H 0.429 -0.722 -2.235
H 3.570 -0.371 0.093
H 5.465 -1.379 1.308
H 5.051 -3.030 3.098
H 2.739 -3.664 3.688
H 0.838 -2.735 2.425
H 0.699 -3.598 -1.054
H -0.922 -5.455 -0.901
H -2.993 -5.187 0.416
H -3.442 -3.073 1.609
H -1.843 -1.195 1.432


Record 4
47
Properties=species:S:1:pos:R:3 method="wB97M-V/def2-TZVPD" relative_energy_kj_mol=22.71 gap_ev=8.3 largest_force_ev_per_a=1.09 homo_energy_ev=-8.050 multiplicity=1 smiles=C[C@@H]1CCCN1CCc1cc2cc(-c3ccc(C#N)cc3)ccc2o1 lumo_energy_ha=0.008
C -2.257 -6.017 -0.632
C -1.275 -4.855 -0.769
N -1.829 -3.651 -0.149
C -2.477 -2.725 -1.031
H -3.025 -1.999 -0.423
C -1.573 -1.949 -2.034
C -0.890 -0.775 -1.434
C -1.393 0.409 -0.995
C -0.280 1.184 -0.551
C -0.113 2.460 -0.027
C 1.169 2.900 0.266
C 2.271 2.055 0.056
C 2.129 0.781 -0.452
C 0.847 0.362 -0.763
O 0.468 -0.820 -1.300
H 2.977 0.134 -0.606
H 3.257 2.408 0.324
C 1.380 4.263 0.775
C 2.435 5.040 0.298
C 2.629 6.329 0.750
C 1.762 6.865 1.703
C 0.707 6.095 2.195
C 0.521 4.810 1.730
H -0.285 4.208 2.124
H 0.045 6.514 2.939
C 1.948 8.185 2.169
N 2.098 9.258 2.546
H 3.440 6.930 0.368
H 3.095 4.632 -0.454
H -0.967 3.107 0.117
H -2.423 0.702 -0.987
H -0.821 -2.624 -2.446
H -2.212 -1.601 -2.848
H -3.208 -3.294 -1.612
C -0.867 -3.115 0.804
H -1.161 -3.440 1.811
C 0.481 -3.732 0.429
H 1.176 -3.771 1.266
H 0.940 -3.168 -0.384
C 0.054 -5.117 -0.048
H 0.785 -5.595 -0.699
H -0.116 -5.764 0.815
H -0.858 -2.025 0.793
H -1.086 -4.692 -1.841
H -2.491 -6.183 0.416
H -3.181 -5.794 -1.159
H -1.827 -6.925 -1.050